Run a
{
  "formula": "C11H14N2O",
  "method": "the ωB97M-V functional and the def2-TZVPD basis",
  "lumo_energy_ev": 0.631,
  "total_charge": 0,
  "smiles": "Cc1c[nH]c2ccccc12.CC(N)=O",
  "elements": ["C", "H", "H", "H", "N", "H", "C", "C", "O", "C", "C", "C", "H", "C", "H", "H", "H", "H", "C", "C", "H", "N", "H", "H", "C", "C", "H", "H"],
  "xyz": [[0.04, -2.26, 0.00], [-0.17, -4.43, 0.26], [-1.86, 3.77, 0.98], [-0.96, 0.65, 2.96], [-1.32, -0.52, -0.41], [-0.09, 1.16, 1.58], [2.20, -0.45, -2.53], [1.32, 0.63, -2.72], [-1.85, 2.83, 3.65], [-1.22, 2.63, 2.63], [0.68, -1.39, -0.95], [-0.97, 3.68, 1.60], [2.54, -2.29, -1.35], [1.91, -1.46, -1.63], [1.41, -3.89, -0.11], [1.57, 1.38, -3.45], [-0.83, 4.65, 2.07], [0.76, -3.63, 1.50], [0.12, 0.72, -2.05], [-1.15, -1.68, 0.34], [-1.95, -1.91, 1.01], [-0.64, 1.42, 2.39], [-0.64, 1.42, -2.38], [3.07, -0.54, -3.17], [0.52, -3.61, 0.45], [-0.18, -0.30, -1.14], [-0.10, 3.44, 0.99], [-2.19, -0.03, -0.51]]
}

Run b
{
  "formula": "C11H14N2O",
  "method": "the ωB97M-V functional and the def2-TZVPD basis",
  "lumo_energy_ev": 0.574,
  "total_charge": 0,
  "smiles": "Cc1ccc(O)cc1.Cc1c[nH]cn1",
  "elements": ["C", "H", "C", "H", "H", "H", "C", "O", "C", "H", "N", "H", "H", "C", "H", "C", "C", "N", "H", "H", "C", "H", "H", "C", "H", "H", "C", "C"],
  "xyz": [[1.90, -0.08, 1.56], [0.66, 1.90, -0.04], [-2.15, 1.53, -0.55], [2.18, 2.05, -0.52], [1.76, -1.21, -1.68], [-1.24, -1.33, -1.26], [1.83, 0.00, 0.17], [1.00, -3.50, 2.09], [1.74, -1.30, 2.15], [2.05, 0.84, 2.13], [-1.57, -0.39, -1.42], [-2.57, -0.44, 0.44], [-3.69, 2.23, 0.62], [-2.17, 0.20, -0.31], [1.63, -3.20, -0.73], [1.49, -2.45, 1.40], [-1.15, 0.65, -2.24], [-1.45, 1.81, -1.70], [-0.57, 0.59, -3.15], [0.72, -4.29, 1.63], [-2.74, 2.65, 0.31], [-3.09, 3.35, -0.47], [-2.08, 3.00, 1.09], [1.79, -1.16, -0.60], [1.35, -1.36, 3.18], [1.35, 1.10, -1.59], [1.64, -2.44, 0.01], [1.39, 1.24, -0.52]]
}

Run c
{
  "formula": "C11H14N2O",
  "method": "the ωB97M-V functional and the def2-TZVPD basis",
  "lumo_energy_ev": 0.777,
  "total_charge": 0,
  "smiles": "Cc1ccc(O)cc1.Cc1c[nH]cn1",
  "elements": ["C", "C", "C", "H", "N", "H", "C", "C", "C", "C", "H", "H", "C", "N", "H", "O", "C", "H", "H", "H", "H", "H", "C", "H", "H", "H", "H", "C"],
  "xyz": [[0.05, 1.85, 2.64], [1.20, -2.18, -2.44], [-0.19, -2.30, -2.56], [-0.99, 0.23, -0.48], [-0.17, 2.55, 1.44], [-1.28, 4.34, 1.11], [-0.67, -3.48, -3.35], [-0.42, -0.39, -1.16], [-0.53, 2.54, 3.64], [-0.90, 3.58, 1.76], [1.86, -2.95, -2.82], [0.15, -4.00, -3.85], [1.80, -1.19, -1.68], [-1.12, 3.66, 3.13], [-1.93, 4.08, 3.56], [1.49, 0.75, -0.27], [0.71, 0.52, 2.65], [0.83, -0.16, 3.48], [-0.61, 2.29, 4.69], [2.88, -1.17, -1.60], [0.77, 1.38, -0.17], [-2.08, -1.32, -1.91], [-1.01, -1.46, -1.86], [0.03, -0.06, 1.99], [-1.17, -4.20, -2.70], [-1.27, -3.18, -4.22], [1.61, 0.49, 2.03], [0.97, -0.24, -1.04]]
}

Stability ranking, top and bottom: run a is the most stable and run b is the least stable.

Run a
{
  "formula": "C17H19NO5S",
  "method": "the ωB97M-V functional and the def2-TZVPD basis",
  "lumo_energy_ev": 0.493,
  "total_charge": 0,
  "smiles": "CCOC(=O)COc1ccc(S(=O)(=O)Nc2ccc(C)cc2)cc1",
  "elements": ["C", "H", "N", "O", "C", "H", "H", "C", "O", "H", "C", "C", "H", "O", "O", "C", "C", "H", "C", "C", "H", "H", "C", "C", "H", "C", "O", "H", "C", "H", "H", "H", "C", "H", "C", "S", "H", "H", "H", "C", "C", "H", "H"],
  "xyz": [[-3.73, -1.12, 1.49], [7.13, 1.40, -1.35], [-4.44, 1.02, 0.59], [4.98, -0.08, -0.72], [6.34, -0.33, -0.33], [6.34, -0.76, 0.67], [-1.77, 1.35, -2.05], [2.77, 0.61, -0.37], [-4.17, 3.47, 0.49], [8.20, 0.71, -0.13], [4.16, 0.39, 0.23], [-3.68, -0.73, -0.88], [0.38, 2.14, 2.31], [1.94, 1.15, 0.62], [-4.12, 2.22, -1.64], [-2.97, -2.86, 0.00], [-2.02, 2.02, -0.06], [0.61, 0.79, -1.75], [-0.11, 1.96, 1.36], [-1.44, 2.26, 1.17], [6.79, 1.65, 0.37], [-2.01, -4.36, -1.19], [-3.19, -2.01, -1.07], [-3.95, -0.27, 0.40], [-4.63, 1.27, 1.55], [7.17, 0.94, -0.37], [4.46, 0.58, 1.37], [-3.09, -3.05, 2.13], [-3.25, -2.40, 1.28], [-2.99, -2.35, -2.08], [-3.27, -4.97, -0.13], [-3.95, -0.78, 2.49], [0.05, 1.20, -0.92], [-2.04, 2.69, 1.96], [-2.46, -4.26, -0.21], [-3.77, 2.31, -0.25], [6.70, -1.06, -1.06], [-3.87, -0.08, -1.72], [2.88, 1.28, -1.24], [0.65, 1.42, 0.32], [-1.29, 1.50, -1.10], [-1.72, -4.51, 0.55], [2.40, -0.36, -0.73]]
}

Run b
{
  "formula": "C17H19NO5S",
  "method": "the ωB97M-V functional and the def2-TZVPD basis",
  "lumo_energy_ev": 0.574,
  "total_charge": 0,
  "smiles": "CCS(=O)(=O)c1ccc(O)c(NC(=O)COc2ccc(C)cc2)c1",
  "elements": ["C", "N", "H", "H", "C", "C", "H", "S", "C", "C", "H", "C", "O", "H", "C", "C", "O", "H", "H", "O", "H", "C", "C", "H", "C", "H", "C", "C", "H", "C", "H", "H", "H", "H", "O", "H", "H", "C", "H", "C", "H", "C", "O"],
  "xyz": [[-0.16, -0.44, 3.43], [-1.43, -1.39, -0.49], [0.24, 1.43, -3.75], [-1.20, -2.02, 2.44], [-2.15, -0.12, 2.13], [1.66, 0.01, -1.84], [-1.74, -0.45, -0.24], [2.46, 1.61, -1.80], [-0.09, 0.91, 3.71], [-2.10, 1.25, 2.42], [2.68, 1.61, -4.16], [-3.29, -1.86, 0.95], [3.87, 1.43, -1.61], [3.19, -0.91, -3.01], [2.24, -1.05, -2.52], [0.45, -0.15, -1.19], [-3.19, -0.51, 1.30], [-4.22, -1.95, 0.39], [2.69, 3.25, -3.49], [1.75, 2.44, -0.86], [0.26, 2.99, -2.91], [-1.08, 1.75, 3.20], [2.19, 2.29, -3.48], [0.69, 2.25, 5.19], [0.37, -2.46, -1.87], [-0.90, -3.80, -1.31], [1.59, -2.26, -2.53], [1.04, 1.48, 4.51], [2.01, -3.11, -3.05], [-2.15, -2.37, 0.07], [1.78, 1.93, 3.84], [-3.37, -2.51, 1.83], [0.50, 2.92, -4.66], [1.54, 0.70, 5.09], [-0.17, -3.68, -1.96], [-1.04, 2.81, 3.40], [-2.87, 1.89, 2.02], [-0.21, -1.37, -1.19], [0.59, -1.11, 3.81], [-1.18, -0.96, 2.65], [0.05, 0.70, -0.66], [0.70, 2.41, -3.72], [-1.97, -3.57, -0.08]]
}

Stability ranking, top and bottom: run b is the most stable and run a is the least stable.

Run a
{
  "formula": "C2H5NO2S",
  "method": "the ωB97M-V functional and the def2-TZVPD basis",
  "lumo_energy_ev": [0.654, -2.635],
  "total_charge": 0,
  "spin_multiplicity": 3,
  "elements": ["S", "H", "C", "N", "H", "O", "O", "H", "H", "C", "H"],
  "xyz": [[-0.41, -0.79, 1.65], [1.83, 0.09, -0.03], [0.15, -0.42, -1.13], [-0.81, -0.98, 0.06], [-1.62, -0.23, 1.94], [0.09, -0.99, -2.15], [-1.36, -2.18, -0.39], [1.19, 1.22, -1.30], [-2.18, -2.27, 0.09], [1.03, 0.60, -0.52], [0.59, 1.08, 0.24]]
}

Run b
{
  "formula": "C2H5NO2S",
  "method": "the ωB97M-V functional and the def2-TZVPD basis",
  "lumo_energy_ev": [0.716, -3.621],
  "total_charge": 0,
  "spin_multiplicity": 3,
  "elements": ["H", "O", "S", "C", "O", "H", "H", "N", "H", "H", "C"],
  "xyz": [[1.73, -0.18, -0.94], [-2.59, -1.04, -1.63], [1.74, 0.22, 0.34], [-0.65, -0.97, -0.39], [-2.73, -0.39, 0.42], [-0.18, -1.14, -1.37], [-0.42, 1.22, -0.21], [-2.10, -0.76, -0.56], [-0.59, -1.94, 0.34], [-0.36, 0.22, 1.29], [-0.07, 0.28, 0.24]]
}

Stability ranking, top and bottom: run b is the most stable and run a is the least stable.

Run a
{
  "formula": "C4H8N",
  "method": "the ωB97M-V functional and the def2-TZVPD basis",
  "lumo_energy_ev": -3.914,
  "total_charge": 1,
  "smiles": "CC#C[NH2+]C",
  "elements": ["H", "C", "H", "C", "H", "H", "H", "H", "H", "C", "C", "N", "H"],
  "xyz": [[1.80, 0.10, -0.94], [0.02, -0.12, 0.47], [-0.20, -1.91, -0.62], [-0.79, 0.70, 0.99], [0.73, -0.54, -2.10], [2.11, -1.54, -1.58], [1.11, -1.83, 0.46], [-1.00, 2.03, 2.51], [-1.02, 2.66, 0.78], [-1.40, 1.86, 1.48], [1.38, -0.80, -1.33], [0.50, -1.30, -0.15], [-2.53, 1.61, 1.28]]
}

Run b
{
  "formula": "C4H8N",
  "method": "the ωB97M-V functional and the def2-TZVPD basis",
  "lumo_energy_ev": -4.688,
  "total_charge": 1,
  "elements": ["H", "H", "H", "C", "C", "H", "C", "H", "H", "H", "C", "H", "N"],
  "xyz": [[0.40, 1.74, -0.73], [-2.27, 0.50, 0.86], [-2.07, -1.16, 0.02], [0.56, 1.00, 0.04], [0.44, -1.04, 0.01], [0.68, 1.41, 1.04], [1.69, -0.16, -0.02], [0.49, -2.13, 0.25], [2.51, -0.07, 0.64], [1.99, -0.38, -1.08], [-1.87, -0.08, -0.03], [-2.14, 0.45, -1.03], [-0.40, -0.08, 0.03]]
}

Run c
{
  "formula": "C4H8N",
  "method": "the ωB97M-V functional and the def2-TZVPD basis",
  "lumo_energy_ev": -3.935,
  "total_charge": 1,
  "smiles": "C[N@@H+]1C=CC1",
  "elements": ["C", "H", "H", "H", "H", "H", "H", "C", "H", "H", "C", "C", "N"],
  "xyz": [[-1.07, 0.50, 0.49], [-1.08, -0.21, 1.26], [-0.06, 0.64, -1.47], [0.70, -1.59, 0.31], [-2.04, 0.54, 0.07], [-0.22, -1.98, -0.91], [1.46, -1.27, -1.29], [-0.18, 1.46, 1.22], [1.93, 1.18, -0.01], [-0.11, 2.14, 2.10], [0.91, 1.12, 0.26], [0.50, -1.17, -0.67], [0.03, 0.17, -0.49]]
}

Stability ranking, top and bottom: run b is the most stable and run c is the least stable.

Run a
{
  "formula": "C5H8FN",
  "method": "the ωB97M-V functional and the def2-TZVPD basis",
  "lumo_energy_ev": 1.050,
  "total_charge": 0,
  "elements": ["C", "H", "H", "H", "F", "H", "H", "C", "N", "H", "C", "H", "H", "C", "C"],
  "xyz": [[-0.12, 1.35, -0.03], [-0.46, 1.88, 0.90], [2.03, 0.54, 0.74], [-0.76, -1.91, -0.91], [-2.33, 0.12, 0.00], [0.20, -0.30, 1.99], [1.79, 0.92, -0.97], [1.26, 0.55, -0.03], [0.85, -0.94, -0.01], [-0.35, 1.86, -0.88], [-0.26, -0.95, -0.94], [-0.70, -1.72, 1.10], [0.02, -0.61, -2.03], [-0.19, -0.82, 1.05], [-0.98, 0.03, 0.01]]
}

Run b
{
  "formula": "C5H8FN",
  "method": "the ωB97M-V functional and the def2-TZVPD basis",
  "lumo_energy_ev": 1.051,
  "total_charge": 0,
  "smiles": "C[C@H]1N[C@H]1/C=C\\F",
  "elements": ["H", "H", "F", "C", "H", "N", "H", "C", "C", "H", "H", "C", "H", "C", "H"],
  "xyz": [[-0.29, -0.20, -2.63], [-0.48, -1.85, -2.02], [1.63, -0.46, 0.73], [-0.25, -0.83, -1.72], [0.28, 2.43, 0.03], [-1.23, -0.83, 0.65], [-1.74, 1.20, 0.72], [1.46, 0.86, 0.75], [-1.30, -0.40, -0.74], [2.30, 1.42, 1.10], [-0.28, -1.28, 0.86], [-0.96, 0.58, 0.29], [0.75, -0.78, -1.33], [0.32, 1.37, 0.29], [-2.32, -0.44, -1.10]]
}

Stability ranking, top and bottom: run b is the most stable and run a is the least stable.

Run a
{
  "formula": "C2H7NO2S",
  "method": "the ωB97M-V functional and the def2-TZVPD basis",
  "lumo_energy_ev": 0.657,
  "total_charge": 0,
  "elements": ["C", "H", "H", "O", "H", "N", "H", "S", "H", "O", "H", "C", "H"],
  "xyz": [[-0.10, -0.77, 0.79], [-1.72, -1.21, -1.02], [1.27, 1.61, -0.89], [-1.71, 1.35, -0.31], [2.68, 0.51, -0.23], [0.82, -0.30, -0.21], [-0.36, -1.91, 0.72], [-2.15, 0.15, 0.45], [0.55, -0.43, -1.17], [-2.59, -0.95, -0.68], [0.29, -0.35, 1.78], [1.62, 0.85, -0.12], [1.40, 1.46, 0.92]]
}

Run b
{
  "formula": "C2H7NO2S",
  "method": "the ωB97M-V functional and the def2-TZVPD basis",
  "lumo_energy_ev": 0.574,
  "total_charge": 0,
  "elements": ["S", "N", "H", "H", "C", "H", "H", "C", "O", "H", "H", "H", "O"],
  "xyz": [[0.54, 2.13, 0.02], [-0.33, -0.23, -1.08], [0.16, 0.37, 2.08], [-1.46, 0.76, 0.35], [0.20, -0.28, 1.30], [0.44, 1.11, -1.88], [-1.14, -0.48, -1.62], [-0.36, 0.45, 0.12], [-0.62, 3.03, 0.31], [0.44, -0.90, -1.14], [-0.41, -1.12, 1.49], [1.14, -0.64, 1.21], [0.81, 2.08, -1.59]]
}

Stability ranking, top and bottom: run b is the most stable and run a is the least stable.

Run a
{
  "formula": "C2H7NO2S",
  "method": "the ωB97M-V functional and the def2-TZVPD basis",
  "lumo_energy_ev": 0.531,
  "total_charge": 0,
  "smiles": "NC(=O)O.CS",
  "elements": ["H", "H", "H", "C", "H", "S", "C", "N", "O", "H", "O", "H", "H"],
  "xyz": [[-0.47, 3.99, 0.12], [-0.84, 0.76, 0.63], [0.52, 3.02, 1.26], [-0.47, 3.10, 0.75], [-0.99, -2.37, 1.02], [-0.73, 1.67, -0.36], [0.65, -1.81, 0.00], [-0.73, -1.77, 0.27], [1.46, -2.32, 0.77], [0.37, -0.53, -1.38], [1.01, -1.22, -1.17], [-1.30, 3.17, 1.48], [-1.35, -1.85, -0.53]]
}

Run b
{
  "formula": "C2H7NO2S",
  "method": "the ωB97M-V functional and the def2-TZVPD basis",
  "lumo_energy_ev": 0.429,
  "total_charge": 0,
  "elements": ["H", "O", "N", "H", "H", "C", "O", "H", "H", "C", "H", "S", "H"],
  "xyz": [[-1.15, 0.88, -1.34], [-1.80, -1.20, -1.09], [0.84, -0.32, -0.67], [-0.19, -2.28, -0.71], [-0.12, 0.10, 1.68], [-0.90, -1.55, -0.37], [1.37, 0.43, 0.40], [-0.78, -1.38, 0.70], [0.66, 1.46, -1.97], [0.60, 0.86, 1.46], [1.28, 0.86, 2.38], [0.00, 0.29, -1.84], [0.20, 1.84, 1.36]]
}

Stability ranking, top and bottom: run a is the most stable and run b is the least stable.

Run a
{
  "formula": "Cl3H3Si2",
  "method": "the ωB97M-V functional and the def2-TZVPD basis",
  "lumo_energy_ev": -0.124,
  "total_charge": 0,
  "smiles": "Cl[SiH2][SiH](Cl)Cl",
  "elements": ["Si", "Si", "H", "Cl", "Cl", "Cl", "H", "H"],
  "xyz": [[0.98, 0.23, 0.57], [-1.06, -0.10, -0.55], [-0.86, -0.56, -2.08], [-1.96, -1.60, 0.47], [2.51, -0.70, -0.76], [-2.28, 1.48, -0.50], [1.27, -0.42, 1.78], [1.41, 1.66, 1.06]]
}

Run b
{
  "formula": "Cl3H3Si2",
  "method": "the ωB97M-V functional and the def2-TZVPD basis",
  "lumo_energy_ev": -0.076,
  "total_charge": 0,
  "smiles": "[SiH3][Si](Cl)(Cl)Cl",
  "elements": ["Cl", "Cl", "Cl", "H", "H", "Si", "Si", "H"],
  "xyz": [[-1.79, -1.09, 1.60], [-2.02, 2.11, 0.42], [-1.86, -0.32, -1.68], [2.07, 1.22, -0.31], [1.98, -1.06, 1.01], [-0.96, 0.03, 0.18], [1.34, -0.10, 0.06], [1.24, -0.80, -1.27]]
}

Run c
{
  "formula": "Cl3H3Si2",
  "method": "the ωB97M-V functional and the def2-TZVPD basis",
  "lumo_energy_ev": -0.662,
  "total_charge": 0,
  "elements": ["Cl", "Si", "H", "H", "H", "Si", "Cl", "Cl"],
  "xyz": [[-0.91, 0.55, -0.24], [-0.94, 2.37, 0.68], [-2.11, 2.43, 1.44], [0.48, 2.21, 1.22], [-1.20, 3.50, -0.42], [-3.15, -1.53, -0.07], [-4.26, -0.71, -1.65], [-3.99, -0.13, 1.40]]
}

Stability ranking, top and bottom: run a is the most stable and run c is the least stable.